{"formula": "C20H27N2", "method": "the ωB97M-V functional and the def2-TZVPD basis", "elements": ["C", "C", "C", "C", "C", "C", "C", "C", "C", "N", "C", "C", "H", "H", "H", "H", "H", "H", "H", "H", "H", "H", "H", "H", "H", "H", "H", "C", "N", "C", "C", "C", "C", "C", "C", "C", "C", "H", "H", "H", "H", "H", "H", "H", "H", "H", "H", "H", "H"], "coordinates": [[1.75835, -5.42585, -2.12487], [2.02217, -4.37861, -3.01718], [1.58148, -3.07835, -2.73397], [0.88271, -2.80179, -1.55055], [0.50125, -1.37498, -1.19136], [1.54266, -0.76909, -0.26641], [1.59186, 0.74607, 0.02609], [2.40806, 0.88402, 1.32299], [2.42884, -0.55538, 1.88986], [1.39589, -1.23869, 1.08668], [0.56999, -3.86343, -0.68742], [1.01351, -5.16468, -0.96912], [2.12083, -6.43229, -2.33267], [2.57674, -4.57252, -3.93680], [1.78927, -2.25803, -3.43035], [0.44209, -0.77257, -2.10455], [-0.46563, -1.39092, -0.68458], [2.53605, -0.99365, -0.71956], [1.86707, 1.38168, -0.81458], [0.57258, 1.01056, 0.38110], [3.41087, 1.27843, 1.12177], [1.89791, 1.54449, 2.04092], [3.45027, -0.96498, 1.73067], [2.20626, -0.64685, 2.96101], [1.41808, -2.24314, 1.18559], [-0.01715, -3.66326, 0.21476], [0.77387, -5.97026, -0.27428], [-2.62259, -0.07342, -1.21126], [-2.21363, 0.64511, -0.00300], [-3.29543, 0.95629, 0.93131], [-1.08169, 1.36257, -0.02354], [-1.04963, 2.64726, 0.69467], [-0.99153, 2.77230, 2.10158], [-1.20292, 4.02411, 2.68690], [-1.46749, 5.14694, 1.89060], [-1.40601, 5.03477, 0.49366], [-1.13090, 3.80701, -0.09703], [-3.43315, -0.75843, -0.94510], [-2.98193, 0.62650, -1.98786], [-1.77124, -0.62091, -1.63247], [-4.08218, 0.21781, 0.76118], [-2.94609, 0.91021, 1.96936], [-3.72441, 1.95370, 0.74514], [-0.60215, 1.30779, -1.01748], [-0.81414, 1.88522, 2.71510], [-1.17689, 4.12855, 3.78047], [-1.65786, 6.12442, 2.34887], [-1.57731, 5.91066, -0.14109], [-1.04670, 3.70561, -1.18321]], "atomic_forces_ev_per_a": [[-0.2, 0.5, 0.1], [-0.1, 0.1, 0.2], [0.1, -0.2, 0.2], [-0.1, -0.4, -0.2], [0.2, -0.2, -0.1], [1.0, 0.7, 0.0], [-0.8, -0.5, 0.5], [0.0, 0.0, 0.2], [0.4, -0.3, -0.3], [0.3, -0.2, 0.8], [0.3, -0.1, -0.3], [0.0, 0.3, 0.0], [-0.1, 0.3, 0.0], [-0.2, 0.1, 0.3], [0.0, -0.4, 0.2], [-0.1, -0.1, 0.0], [0.2, 0.0, 0.1], [-0.2, -0.2, 0.2], [0.0, 0.1, 0.1], [0.7, -0.2, -0.2], [-0.2, -0.1, 0.2], [0.3, 0.0, -0.4], [-0.5, -0.1, 0.0], [0.0, 0.2, -0.3], [0.2, -0.1, -0.1], [0.2, -0.1, -0.3], [0.1, 0.2, -0.2], [0.0, -0.5, -0.5], [1.8, 1.6, 0.0], [-0.4, -0.3, 0.6], [-3.6, 0.3, -2.3], [0.9, 0.6, 1.3], [-0.4, 0.1, -0.5], [0.0, 0.0, 0.1], [0.3, -0.2, -0.3], [0.0, 0.2, 0.3], [-0.3, -0.6, -0.2], [0.3, 0.0, -0.2], [0.1, -0.1, 0.5], [-0.5, 0.2, 0.1], [0.2, 0.1, 0.3], [-0.2, 0.0, -0.4], [0.4, -0.2, -0.1], [-0.1, -0.1, 0.8], [-0.1, 0.3, -0.1], [0.0, -0.1, -0.6], [0.0, -0.5, -0.2], [0.2, -0.4, 0.3], [-0.1, 0.2, 0.3]], "nbo_charge": [-0.208, -0.213, -0.160, -0.045, -0.429, -0.056, -0.337, -0.417, -0.223, -0.647, -0.232, -0.198, 0.228, 0.224, 0.202, 0.210, 0.199, 0.181, 0.221, 0.173, 0.228, 0.211, 0.179, 0.209, 0.384, 0.208, 0.223, -0.432, -0.276, -0.431, 0.271, -0.158, -0.216, -0.138, -0.192, -0.184, -0.188, 0.234, 0.230, 0.247, 0.231, 0.242, 0.238, 0.239, 0.231, 0.230, 0.240, 0.240, 0.226], "max_force_ev_per_a": 4.26, "de_lowest_ev": 2.293, "e_homo_ev": -11.47, "total_charge": 1}